Arrangement a

Computed, not measured: a single C3H6N2O2S molecule, with the ωB97M-V functional and the def2-TZVPD basis.

Values from the calculation:
HOMO level ... -9.25 eV
LUMO ... -0.1 eV
SMILES string ... CON(C=S)C(N)=O
Orbital gap ... 9.2 eV

CARTESIAN COORDINATES (ANGSTROEM)
C -0.80226 1.93920 -1.45541
O -0.38581 0.58712 -1.65545
N -0.04615 0.04811 -0.43146
C 1.27684 0.05071 -0.19737
S 2.13214 -0.55847 1.07282
C -1.15705 -0.45604 0.26731
N -0.86294 -1.12775 1.42637
O -2.27305 -0.25233 -0.12885
H -1.20575 2.35841 -2.39346
H -1.53499 2.03846 -0.62423
H 0.10219 2.51889 -1.14939
H 1.83407 0.64235 -0.95501
H -1.67316 -1.60919 1.84123
H 0.09290 -1.33739 1.73858


Arrangement b

Computed, not measured: 2 unconnected molecules or ions with the total composition C3H6N2O2S, with the ωB97M-V functional and the def2-TZVPD basis.

Values from the calculation:
HOMO level ... -9.17 eV
LUMO ... 0.7 eV
Orbital gap ... 9.9 eV

CARTESIAN COORDINATES (ANGSTROEM)
C -2.33820 -1.14263 0.20985
C 0.50134 0.64723 -0.05867
C 2.00845 0.16149 -0.02288
H -2.24781 -1.06925 1.45004
H -3.45520 -0.83810 -0.19703
H -1.83720 -2.61481 -0.12598
H 0.95980 2.69012 0.19514
H -0.78415 2.37751 -0.31871
H 3.55561 -1.29998 -0.27947
N -0.18488 -0.33825 -0.21364
N 0.22303 1.98715 -0.07616
O -1.55711 -0.03714 -0.48364
O 2.79679 1.00745 0.05485
S 2.35953 -1.53080 -0.13370


Stability ranking, top and bottom: arrangement a is the most stable and arrangement b is the least stable.


Arrangement a

Computed, not measured: a single C3H6N2O2S molecule, with the ωB97M-V functional and the def2-TZVPD basis.

Values from the calculation:
HOMO level (alpha / beta) ... -9.34 / -9.34 eV
LUMO (alpha / beta) ... -1.4 / -1.4 eV
Orbital gap (alpha / beta) ... 7.9 / 7.9 eV

CARTESIAN COORDINATES (ANGSTROEM)
C -0.27582 0.10177 2.20187
C -1.06250 -0.42099 -0.02784
C 1.23327 0.40757 0.19374
N 0.84483 0.74244 2.80867
N -0.03252 0.03736 0.81856
O -1.18312 -0.44013 2.75788
O 2.57385 1.17297 4.35240
S 1.31613 0.50340 4.26040
H -1.44098 0.46126 -0.46829
H -0.58114 -1.20631 -0.61206
H -1.92753 -0.85150 0.45967
H 1.93772 -0.33426 -0.17217
H 0.96309 1.09257 -0.65227
H 1.61445 0.84208 1.12853


Arrangement b

Computed, not measured: 2 unconnected molecules or ions with the total composition C3H6N2O2S, with the ωB97M-V functional and the def2-TZVPD basis.

Values from the calculation:
HOMO level ... -9.67 eV
LUMO ... 0.1 eV
Orbital gap ... 9.8 eV

CARTESIAN COORDINATES (ANGSTROEM)
C 1.67677 0.22019 -0.27195
C -0.47150 0.14155 0.93159
C -2.95499 -0.30362 -0.15542
H 2.75539 -1.66656 -0.58088
H 3.14870 -0.26464 -1.27225
H 0.16476 1.66782 -0.60552
H -0.84685 -0.67421 1.55255
H 0.01252 0.89960 1.41971
H -2.71479 -1.08039 0.58093
N 2.84127 -0.62852 -0.38151
N 1.59734 1.56673 -0.44399
O 0.47103 -0.55999 0.09169
O -4.02123 -0.43819 -0.77291
S -1.65843 1.12023 -0.09204


Arrangement c

Computed, not measured: a single C3H6N2O2S molecule, with the ωB97M-V functional and the def2-TZVPD basis.

Values from the calculation:
HOMO level ... -9.17 eV
LUMO ... 0.8 eV
SMILES string ... [H]/N=C1/NSCOCO1
Orbital gap ... 9.9 eV

CARTESIAN COORDINATES (ANGSTROEM)
H 3.17854 0.55229 -0.55439
N 2.75770 -0.17126 0.01132
C 1.50508 0.02151 0.01969
N 0.65601 -0.91842 0.56750
S -0.74104 -1.35500 -0.33356
C -1.93950 -0.15344 0.24968
O -1.60666 1.14876 -0.17929
C -0.33715 1.60643 0.26720
O 0.83373 1.11205 -0.43617
H 1.13594 -1.63839 1.07901
H -2.91208 -0.39088 -0.20244
H -2.11636 -0.15477 1.36002
H -0.05428 1.36409 1.28167
H -0.45828 2.64193 0.02560


Stability ranking, top and bottom: arrangement c is the most stable and arrangement b is the least stable.


Arrangement a

Computed, not measured: a single C18H19N3O5 molecule, with the ωB97M-V functional and the def2-TZVPD basis.

Values from the calculation:
HOMO level ... -8.20 eV
LUMO ... -0.1 eV
SMILES string ... COc1cc2c(cc1OC)CN(c1ccc(C(N)=O)cc1[N+](=O)[O-])CC2
Orbital gap ... 8.1 eV

CARTESIAN COORDINATES (ANGSTROEM)
C -6.16300 -0.11017 -1.21563
O -5.19342 0.84569 -0.84862
C -3.98721 0.48678 -0.33308
C -3.19912 1.56957 0.05019
C -1.94827 1.39407 0.60629
C -1.45131 0.11231 0.77585
C -2.21079 -0.97798 0.38290
C -3.47625 -0.81674 -0.16861
O -4.25311 -1.87623 -0.56798
C -3.75691 -3.18112 -0.40870
C -0.10292 -0.04261 1.42018
N 0.87335 0.91171 0.90341
C 2.14816 0.50388 0.69446
C 2.61546 -0.67833 1.32488
C 3.78081 -1.29812 0.96749
C 4.58163 -0.79769 -0.06665
C 5.80344 -1.55879 -0.44332
N 6.34842 -1.24561 -1.64424
O 6.28230 -2.41294 0.27501
C 4.22674 0.42268 -0.60411
C 3.07926 1.10427 -0.19701
N 3.02753 2.44302 -0.68953
O 2.82625 3.33992 0.11470
O 3.27301 2.62508 -1.86900
C 0.36927 2.19835 0.46640
C -1.02606 2.49536 1.01356
H -6.44775 -0.74187 -0.37185
H -5.82142 -0.73940 -2.03961
H -7.02480 0.47417 -1.53808
H -3.60683 2.55693 -0.09738
H -1.80442 -1.96810 0.51517
H -3.56866 -3.41765 0.64366
H -2.84283 -3.34092 -0.98970
H -4.54071 -3.83544 -0.78783
H 0.25406 -1.05622 1.23299
H -0.20784 0.09500 2.50717
H 2.05313 -1.08700 2.14773
H 4.10941 -2.19129 1.47629
H 5.91298 -0.61563 -2.29216
H 7.16183 -1.75783 -1.94137
H 4.86212 0.93311 -1.31352
H 0.33654 2.22965 -0.63297
H 1.04702 2.98845 0.80739
H -0.97878 2.55906 2.10439
H -1.36033 3.45861 0.63084


Arrangement b

Computed, not measured: a single C18H19N3O5 molecule, with the ωB97M-V functional and the def2-TZVPD basis.

Values from the calculation:
HOMO level ... -8.82 eV
LUMO ... -0.3 eV
SMILES string ... COCCNC(=O)c1ccccc1NC(=O)c1cccc([N+](=O)[O-])c1C
Orbital gap ... 8.6 eV

CARTESIAN COORDINATES (ANGSTROEM)
C 0.97964 -2.39531 -6.40340
O 1.86223 -2.26269 -5.31549
C 1.41422 -2.83021 -4.11491
C 0.26490 -2.05102 -3.44880
N -0.02246 -2.58226 -2.13930
C 0.13638 -1.86906 -1.00542
O 0.44377 -0.68026 -1.03950
C -0.13052 -2.60233 0.26032
C 0.05264 -3.98205 0.34220
C -0.21825 -4.67441 1.50563
C -0.68860 -3.99095 2.61633
C -0.85175 -2.62173 2.57452
C -0.55642 -1.90746 1.41315
N -0.66102 -0.52655 1.35172
C -1.10062 0.34901 2.29554
O -1.55446 0.05393 3.38056
C -1.04241 1.77566 1.82284
C -2.22320 2.49876 1.93449
C -2.29109 3.81823 1.52099
C -1.16285 4.41390 1.00023
C 0.02730 3.69657 0.90295
N 1.14891 4.41352 0.34767
O 2.04138 3.78562 -0.17961
O 1.12424 5.62504 0.43001
C 0.12743 2.36368 1.32325
C 1.41630 1.61012 1.30757
H 0.08766 -1.77043 -6.28965
H 1.53158 -2.06736 -7.28191
H 0.67092 -3.43931 -6.53779
H 2.28227 -2.81979 -3.45002
H 1.10185 -3.87573 -4.27780
H 0.55863 -1.00660 -3.32143
H -0.63766 -2.09988 -4.06672
H -0.31842 -3.54330 -2.08534
H 0.44924 -4.52508 -0.50408
H -0.06140 -5.74131 1.54677
H -0.91340 -4.52670 3.52592
H -1.19701 -2.08397 3.44161
H -0.30252 -0.14596 0.47177
H -3.08897 2.00897 2.35421
H -3.21228 4.37237 1.60462
H -1.17397 5.43953 0.66333
H 1.58405 1.17490 0.32144
H 1.40577 0.81394 2.04771
H 2.26098 2.26477 1.50829


Stability ranking, top and bottom: arrangement b is the most stable and arrangement a is the least stable.


Arrangement a

Computed, not measured: 4 unconnected molecules or ions with the total composition C3H14O3S2, with the ωB97M-V functional and the def2-TZVPD basis.

Values from the calculation:
HOMO level ... -8.57 eV
LUMO ... 0.5 eV
SMILES string ... CCSSC.O.O.O
Orbital gap ... 9.1 eV

CARTESIAN COORDINATES (ANGSTROEM)
C 1.59128 1.70984 -0.04621
C 0.97017 1.07417 1.23497
S -0.83007 0.96754 0.82980
S -1.64824 -0.71663 1.40345
C -1.15304 -2.00059 0.15827
H 2.61040 2.09041 0.07382
H 0.90423 2.42541 -0.49565
H 1.72047 0.86541 -0.76849
H 1.54160 0.17668 1.43839
H 0.96120 1.69423 2.13002
H -0.40771 -1.75593 -0.62284
H -0.72794 -2.93997 0.56000
H -2.13077 -2.18540 -0.25684
O -1.05529 2.84433 -2.32615
H -1.01771 2.91005 -1.36483
H -1.64307 2.12362 -2.56744
O -1.51439 -0.00715 -3.01201
H -1.26188 0.37926 -3.85796
H -1.28991 -0.93820 -3.05390
O 1.76656 -3.10425 3.38410
H 0.84045 -3.32149 3.25086
H 1.77367 -2.29133 3.90862


Arrangement b

Computed, not measured: 4 unconnected molecules or ions with the total composition C3H14O3S2, with the ωB97M-V functional and the def2-TZVPD basis.

Values from the calculation:
HOMO level ... -8.51 eV
LUMO ... 0.5 eV
SMILES string ... CCCSS.O.O.O
Orbital gap ... 9.0 eV

CARTESIAN COORDINATES (ANGSTROEM)
C 1.95181 -0.78673 -3.40974
C 1.04713 -1.11789 -2.22231
C -0.27404 -0.28979 -2.31190
S -1.29024 -0.46627 -0.77744
S -1.12478 1.36236 0.08357
H 1.82715 -1.51736 -4.20421
H 2.99921 -0.81510 -3.10751
H 1.83090 0.25988 -3.69783
H 0.72491 -2.15666 -2.22745
H 1.49223 -0.83654 -1.27347
H 0.05028 0.74851 -2.32569
H -0.89003 -0.53472 -3.16994
H 0.16505 1.53782 -0.17568
O -1.02023 1.11037 4.47182
H -1.26886 1.56777 3.67938
H -0.08117 1.09011 4.45514
O 1.47433 0.97951 2.27095
H 1.73581 0.04492 2.08388
H 1.14162 0.91610 3.15959
O 1.18381 -1.69861 1.36143
H 0.59538 -1.60678 0.59541
H 1.26196 -2.62211 1.55920


Stability ranking, top and bottom: arrangement b is the most stable and arrangement a is the least stable.